160
Properties=species:S:1:pos:R:3:forces:R:3 method="wB97M-V/def2-TZVPD" spin_multiplicity=1 lumo_ev=-0.018 de_lowest_kj_mol=0.0 total_energy_ev=-428784.043 gap_ev=10.547 fmax_ev_per_a=2.708 homo_ev=-10.6
O 1.7670 1.0055 2.3427 -1.68 -1.86 -1.03
S 1.0503 -0.1009 1.6920 0.19 0.23 1.71
O 0.2113 -1.0279 2.4765 1.23 1.45 -1.02
O 0.1394 0.5123 0.5397 0.25 -0.37 0.07
C -0.7654 -0.4370 -0.1599 0.01 0.57 0.61
C -1.4020 0.2647 -1.3114 -0.39 0.06 -0.40
C 2.2074 -1.0867 0.7971 -1.05 -1.04 -0.71
H -1.5029 -0.7656 0.5702 0.03 -0.06 -0.04
H -0.2189 -1.2721 -0.5145 0.74 -0.86 -0.06
H -1.9490 -0.4712 -1.9340 0.41 0.19 0.37
H -0.6790 0.7977 -1.9681 -0.64 -0.19 0.60
H -2.1698 0.8884 -0.8662 -0.01 0.73 -0.49
H 1.5363 -1.6733 0.1180 0.93 0.12 0.62
H 2.7832 -1.7670 1.4420 -0.64 0.33 0.01
H 2.8694 -0.4903 0.1997 0.17 0.60 -0.14
O -8.1293 6.3723 -0.0336 0.86 -0.19 0.48
S -7.1373 6.3395 1.0107 -0.05 0.61 1.28
O -6.9837 5.1767 1.8756 -0.12 0.88 -1.17
O -5.6928 6.7448 0.3930 -0.39 -0.65 1.01
C -4.5630 5.7616 0.5671 -1.83 0.42 0.22
C -4.6290 4.8648 -0.5938 1.14 0.21 -1.29
C -7.4330 7.7818 2.1352 0.74 -1.80 -0.76
H -4.6988 5.1875 1.4925 0.06 0.60 -0.12
H -3.6598 6.3375 0.5576 0.27 0.57 0.23
H -3.6489 4.4193 -0.6710 0.26 -0.75 -0.17
H -4.7764 5.3884 -1.5350 0.08 0.43 0.01
H -5.4021 4.1506 -0.5589 -0.82 -1.08 0.41
H -8.4558 7.7177 2.5062 0.21 0.06 -0.10
H -7.1935 8.6533 1.5708 -0.22 0.73 -0.40
H -6.6716 7.6452 2.8965 -0.20 0.05 0.31
O -2.4969 -0.5128 5.0806 -0.18 -1.09 -0.14
S -2.4981 -1.9525 4.9672 -0.85 0.84 -0.07
O -1.4672 -2.6903 5.6462 -0.09 -0.29 -0.44
O -3.9296 -2.4523 5.5264 0.78 0.29 0.03
C -4.1494 -3.8566 6.0015 0.29 1.86 0.29
C -5.4632 -4.1964 5.4184 -0.95 -0.55 0.42
C -2.6091 -2.3998 3.2059 -0.77 0.89 0.75
H -4.2456 -3.8146 7.1120 0.78 -0.15 -0.84
H -3.3097 -4.3951 5.5869 0.12 -0.65 0.50
H -5.3797 -4.1196 4.3367 -0.54 -0.07 -0.05
H -6.2286 -3.5317 5.8601 0.34 -0.06 -0.65
H -5.7715 -5.1987 5.7467 0.20 0.02 -0.38
H -3.3534 -1.7396 2.7039 0.64 -0.16 0.55
H -3.0416 -3.3782 3.1909 0.10 -0.82 -0.15
H -1.6314 -2.3357 2.7433 0.07 0.02 0.13
O -2.1993 -3.4068 0.3062 1.55 -0.86 0.56
S -1.0098 -4.2403 0.4013 1.47 -0.48 -1.44
O 0.3290 -3.6851 0.1256 -2.05 -0.61 0.52
O -0.9888 -4.9270 1.8254 -0.36 0.28 -0.19
C 0.1783 -5.6505 2.4464 -0.97 1.10 -0.16
C 0.5974 -4.9167 3.7004 -0.50 -0.60 -0.03
C -1.2422 -5.6473 -0.7672 -0.01 0.22 1.20
H 0.9820 -5.6300 1.7347 0.32 -0.38 -0.45
H -0.2309 -6.6348 2.6433 0.15 -0.14 -0.12
H 1.2389 -4.0932 3.4205 0.07 0.34 0.23
H 1.1481 -5.6559 4.2864 0.23 0.22 0.13
H -0.2605 -4.5910 4.3094 0.30 0.00 -0.31
H -0.4544 -6.3947 -0.5744 -0.26 0.40 0.02
H -1.1381 -5.2605 -1.7813 -0.19 0.11 0.16
H -2.2395 -6.0781 -0.5568 0.52 0.32 -0.27
O 2.5446 0.6293 -8.1834 -0.07 0.59 0.40
S 1.8867 0.0133 -7.0828 -1.53 -1.28 0.06
O 0.5238 0.3555 -6.6654 1.82 0.10 -0.59
O 1.8747 -1.5370 -7.4952 -0.66 -0.45 0.17
C 0.7235 -2.3924 -7.1575 -0.62 0.07 -0.23
C 0.1221 -3.0362 -8.4513 1.08 0.06 0.75
C 2.9021 -0.0641 -5.6489 0.92 0.55 -0.17
H -0.0289 -1.7105 -6.6707 0.63 -0.93 -0.47
H 1.0672 -3.1682 -6.4501 0.01 0.47 -0.24
H -0.7177 -3.7061 -8.2369 0.24 0.12 0.20
H 0.8584 -3.5612 -9.0880 -0.14 0.08 0.70
H -0.2291 -2.2382 -9.0524 -0.59 0.83 -0.65
H 3.8585 -0.5567 -5.8994 -0.52 0.32 0.02
H 2.3807 -0.6107 -4.8979 -0.51 -0.69 0.42
H 3.0585 0.9320 -5.2273 0.07 0.02 -0.41
O 4.3294 1.5718 0.9780 1.89 -1.40 -0.76
S 5.5047 0.7365 0.6733 -0.81 1.41 -0.20
O 5.7335 0.2070 -0.6506 -0.57 0.35 0.39
O 6.8240 1.5526 1.0320 -0.61 0.87 0.41
C 6.7299 2.9075 1.7092 0.03 -0.62 -1.15
C 8.0075 3.0821 2.4437 0.11 0.19 -0.54
C 5.5911 -0.5978 1.7966 -0.58 -0.74 1.17
H 5.9029 2.9063 2.3850 -0.69 -0.17 0.29
H 6.5621 3.6845 0.9469 0.05 -0.54 0.07
H 8.8622 3.0614 1.7776 0.17 -0.16 0.02
H 8.0649 2.3508 3.2092 0.40 -0.90 0.61
H 7.9935 4.0215 2.9501 -0.02 0.89 0.25
H 6.4921 -1.1845 1.6112 0.12 0.36 0.03
H 4.7431 -1.3276 1.6421 0.76 1.20 0.20
H 5.5910 -0.1428 2.8249 -0.11 -0.70 -0.92
O 0.6162 6.7960 1.1240 0.33 -0.31 -0.06
S 1.0946 5.4569 0.9765 0.35 -0.28 -0.14
O 2.0504 5.0815 -0.0326 0.03 0.49 -0.35
O 1.7016 5.0110 2.3598 -0.64 0.92 1.01
C 2.7374 4.0249 2.4110 1.42 0.40 -1.12
C 3.0658 3.5689 3.8117 -0.24 0.77 0.44
C -0.2503 4.3667 0.8539 0.24 -1.20 -0.78
H 3.6095 4.5014 1.8882 -0.51 -0.66 0.58
H 2.4116 3.1993 1.8140 -0.02 -0.67 -0.29
H 3.6521 4.3455 4.3671 -0.78 -0.62 -0.25
H 3.6823 2.6783 3.7363 0.10 -0.14 -0.11
H 2.1385 3.2628 4.3364 0.57 0.35 -0.08
H 0.1901 3.3264 0.7606 -0.75 1.13 0.03
H -0.9085 4.6436 0.0148 0.49 -0.18 0.14
H -0.7900 4.4722 1.7645 -0.51 -0.10 0.71
C 4.3835 -2.2031 -2.4259 0.20 0.35 -0.34
Cl 3.6412 -3.1950 -3.6882 -0.14 0.04 -0.15
Cl 4.2965 -2.9841 -0.8579 0.20 -0.01 0.19
H 5.4149 -2.0317 -2.7105 0.10 -0.18 0.20
H 3.8825 -1.2441 -2.3811 -0.23 -0.01 0.09
C 3.3227 2.5176 -2.2182 -0.29 -0.27 0.58
Cl 3.5398 3.1738 -3.8299 -0.04 0.52 -0.10
Cl 1.8262 1.5339 -2.1342 0.02 0.23 0.09
H 4.0988 1.7893 -2.0861 0.49 -0.01 0.34
H 3.2984 3.2795 -1.4122 -0.08 -0.37 -0.77
C -5.0026 -2.0740 0.0368 -0.77 0.44 -0.32
Cl -5.2920 -0.3853 0.6872 0.78 -0.90 -0.34
Cl -6.0451 -3.1795 0.9684 0.39 -0.18 0.02
H -5.4374 -2.0656 -0.9754 0.53 0.07 0.44
H -3.9476 -2.4254 0.0556 -0.93 0.66 0.24
C 5.0517 -4.6386 3.6295 0.07 2.25 0.02
Cl 6.6727 -3.8961 3.5273 -0.35 -0.08 -0.05
Cl 4.1149 -4.4566 2.1623 -0.05 -0.31 -0.46
H 5.1843 -5.6119 3.9428 0.19 -2.21 0.05
H 4.4737 -4.1239 4.3737 0.06 0.37 0.42
C -1.4725 -2.4354 -4.1277 -1.62 0.31 0.30
Cl -0.0397 -2.7395 -3.2305 0.72 -0.20 0.51
Cl -2.9207 -3.3264 -3.5742 0.13 -0.13 0.36
H -1.7612 -1.3983 -4.0803 0.19 0.35 0.04
H -1.3847 -2.7445 -5.1281 0.53 -0.25 -1.18
C 1.4462 -1.2980 5.2565 -0.74 -1.03 1.38
Cl 1.7376 -0.5278 6.8144 0.38 0.33 0.21
Cl 2.8662 -1.8421 4.4328 1.20 -0.06 -0.54
H 0.9045 -2.2090 5.5256 -0.26 0.49 -0.47
H 0.9142 -0.6179 4.6416 -0.50 0.35 -0.51
C -1.6711 1.9809 -5.8001 1.50 -0.71 -0.74
Cl -2.7945 0.6241 -6.1693 0.41 0.35 -0.32
Cl -2.4000 3.1180 -4.7370 -0.53 0.64 0.81
H -0.7744 1.5046 -5.3414 -0.89 0.56 -0.28
H -1.3370 2.5511 -6.7001 -0.57 -0.94 0.47
C 2.9667 -6.0504 -1.8620 0.51 -1.14 -0.72
Cl 4.6375 -6.4528 -2.3347 -0.04 0.44 0.17
Cl 2.4245 -7.1715 -0.6501 -0.44 -0.60 0.91
H 2.8458 -5.0730 -1.4698 0.23 0.85 0.03
H 2.3874 -6.2614 -2.7393 -0.36 0.36 -0.33
C -2.6824 2.0956 3.2870 -0.93 0.52 0.68
Cl -0.9468 2.1983 3.5660 -0.26 -0.19 -0.27
Cl -3.2724 2.9213 1.8234 0.32 -0.09 -0.19
H -3.0754 1.0886 3.2287 0.57 -0.23 0.06
H -3.1822 2.6092 4.1151 0.27 -0.22 -0.19
C -0.0083 5.3551 -3.6022 -0.12 -1.00 0.53
Cl -1.5633 5.8157 -2.8505 0.27 0.27 -0.02
Cl 0.5282 6.4037 -4.8905 -0.06 0.21 -0.12
H 0.7584 5.3025 -2.8230 -0.26 0.20 -0.17
H -0.2093 4.3559 -4.0008 0.30 0.36 -0.01
C -5.4356 0.9144 -4.1014 -0.37 0.60 1.14
Cl -4.3429 0.2734 -2.8422 -0.21 -0.30 -0.32
Cl -6.3767 -0.2541 -5.0030 0.23 -0.22 0.01
H -6.1196 1.5578 -3.5487 -0.04 -0.14 -0.22
H -4.8191 1.5076 -4.7393 0.21 0.10 -0.57